Record 1
Density functional theory data (the ωB97M-V functional and the def2-TZVPD basis) for a structure of composition F12H2N6NaO25S12.

Geometry as XYZ:
```
58
Properties=species:S:1:pos:R:3:forces:R:3
Na -0.646559 0.266633 -0.056746 1.030 0.001 0.334
N -0.360355 -3.907084 2.181357 -0.219 1.206 -4.030
S -1.878021 -3.620462 2.324042 -4.989 1.064 5.163
O -2.778390 -4.653522 1.866727 0.259 0.306 -0.303
O -2.362494 -2.241744 2.360966 0.902 -1.897 -1.557
F -1.940524 -3.910697 3.908805 0.376 -0.447 0.644
S -0.434772 -3.413912 0.533692 3.404 -0.383 -3.431
O -0.177085 -1.998327 0.283694 -0.651 -2.611 1.018
O -1.342141 -4.111427 -0.395609 1.405 1.283 2.291
F 0.976594 -4.173350 0.170768 -0.759 0.765 0.368
N 1.540912 4.125155 -2.582623 0.375 -3.486 3.686
S 2.493799 3.030347 -1.650078 -2.780 -3.250 5.448
O 3.114937 3.651502 -0.452206 -0.469 -0.791 -3.534
O 2.992437 1.849987 -2.338159 0.658 2.812 0.335
F 1.269718 2.269215 -0.863326 0.222 1.328 -0.878
S 2.681378 4.479881 -3.474696 2.840 5.611 -4.243
O 3.028039 3.726641 -4.614019 0.997 -2.256 -0.638
O 3.733812 5.320005 -2.911713 0.147 -1.212 0.406
F 1.923664 5.611591 -4.270490 -1.733 1.895 -0.668
N -0.988109 1.278570 4.983719 -1.236 3.649 -3.696
S -1.672498 1.732868 3.501828 -0.540 3.239 -2.619
O -3.108165 1.949462 3.558354 1.507 -0.362 0.384
O -1.093845 1.268367 2.246320 -0.936 -0.761 1.968
F -1.109033 3.199936 3.401230 0.260 1.017 1.127
S -1.263234 -0.183078 4.693167 2.382 -9.500 1.627
O -0.209085 -0.936238 3.938677 -3.418 2.318 1.533
O -2.657612 -0.628373 4.705580 1.659 0.947 -0.768
F -0.856192 -0.607906 6.202254 0.195 -0.342 0.882
N -2.753394 -0.467093 -0.768892 -3.985 2.321 2.950
S -4.286773 0.095903 -0.111804 0.075 1.786 2.959
O -5.018916 -0.826191 0.758761 1.583 1.678 -1.930
O -5.015547 0.935069 -1.039745 0.340 -1.259 0.255
F -3.688143 1.249218 0.882434 -0.230 -1.764 -1.051
S -3.333487 -1.483771 -1.752283 2.525 -7.063 -4.314
O -3.793871 -1.075536 -3.064471 -1.318 0.759 1.231
O -3.894422 -2.711534 -1.163284 0.166 2.759 -1.002
F -1.865080 -1.952373 -2.272354 -0.520 0.047 0.818
N 3.433389 -1.424158 2.451584 -1.244 2.367 -4.840
S 3.013866 -0.277317 1.182803 -5.394 -3.788 -3.500
O 4.029420 0.517445 0.602446 0.856 0.486 0.593
O 1.626596 0.221278 1.240538 3.173 -0.479 0.682
F 2.803245 -1.482088 0.101021 0.812 0.747 0.954
S 3.749037 -0.298776 3.415491 1.865 0.260 6.036
O 2.663078 0.521978 3.917854 1.670 0.669 -1.265
O 5.156403 0.173343 3.357671 -2.421 -0.004 0.459
F 3.737579 -1.364416 4.630872 1.134 -0.293 1.300
N 0.640967 -1.230819 -4.102912 -0.510 4.164 -3.979
S 1.467892 -1.262247 -2.871410 2.650 -4.174 10.266
O 1.008900 -0.505651 -1.674841 1.028 -0.450 -3.399
O 2.898216 -1.528165 -2.973806 -1.363 1.092 -0.526
F 0.961889 -2.742608 -2.408513 0.051 0.164 -0.545
S 1.132630 0.360911 -4.531718 -1.944 3.679 -2.452
O 2.464023 0.525411 -5.111500 -1.805 -0.797 1.377
O 0.485857 1.514962 -3.848380 1.881 -3.352 -0.940
F 0.222962 0.350307 -5.854307 -0.206 -0.365 -0.640
O -2.036322 1.850253 -1.864640 0.291 1.034 0.009
H -2.341754 1.962738 -2.764801 0.211 -0.028 -0.213
H -2.345412 0.979890 -1.613331 -0.259 -0.341 -0.142
```
Forces are in eV/Å.

Values from the calculation:
* charge: -5
* frontier orbital gap: 6.75 eV
* HOMO energy: 1.6355 eV
* relative energy (zero: lowest compared OMol25 entry of this formula, charge and spin): 5.455 eV
* electronic energy: -8349.2116 a.u.

---

Record 2
Density functional theory data (the ωB97M-V functional and the def2-TZVPD basis) for a structure of composition F12KN6O24S12.

Geometry as XYZ:
```
55
Properties=species:S:1:pos:R:3:forces:R:3
K 11.836200 -7.846900 -14.190460 0.313 -0.066 -0.628
N 12.108620 -11.259370 -18.196640 3.031 1.628 1.160
S 12.700700 -12.466430 -17.433560 0.796 -7.557 1.825
O 12.133610 -12.807380 -16.170440 -0.677 1.301 0.921
O 14.071670 -12.942420 -17.536700 -0.366 1.592 -0.691
F 12.042340 -13.609560 -18.275780 -1.561 -1.138 -2.133
S 13.205310 -10.253810 -17.392240 1.132 7.415 0.242
O 14.670140 -10.334190 -17.482940 -2.998 -1.083 0.133
O 12.623970 -9.708890 -16.150850 1.020 -1.687 -2.251
F 13.018640 -9.023550 -18.451760 -0.505 -0.754 0.479
N 12.625420 -12.547870 -12.964040 1.292 -4.740 0.588
S 13.556480 -14.020380 -12.982100 -1.062 -3.386 1.645
O 14.852590 -14.171070 -12.268560 -1.681 0.973 -2.600
O 13.283580 -14.902750 -14.141660 0.414 2.093 2.972
F 12.735080 -14.614570 -11.618510 -0.750 -0.322 -1.373
S 13.889510 -11.693950 -13.105530 3.502 6.454 -2.327
O 14.529380 -11.794720 -14.411490 -0.099 -0.974 1.884
O 14.706430 -11.351120 -11.957580 -0.729 -1.204 -0.499
F 13.118100 -10.326960 -13.285560 -0.964 0.663 0.148
N 13.299360 -4.250220 -17.464980 -3.754 1.788 0.257
S 11.734510 -3.648540 -17.219630 -0.714 2.357 -3.385
O 11.627890 -2.310670 -16.587190 -0.098 -2.821 -1.221
O 10.813460 -4.706420 -17.025220 -0.294 0.612 0.948
F 11.484800 -3.305580 -18.781010 0.214 0.366 0.172
S 13.479320 -4.468390 -15.946590 6.261 -2.180 4.093
O 12.912820 -5.639910 -15.304240 -1.040 1.815 -0.142
O 13.740200 -3.230880 -15.183060 -0.764 -2.282 -0.753
F 14.942650 -5.129160 -16.141030 0.413 0.836 0.029
N 8.326420 -6.580450 -11.561460 0.672 1.134 -4.840
S 8.209090 -6.467810 -13.295810 -4.207 -0.937 -1.100
O 9.228880 -7.161930 -14.043990 -0.989 1.049 1.299
O 7.487570 -5.295060 -13.879180 2.722 -2.277 1.746
F 6.927470 -7.477130 -13.224140 0.660 -0.360 -0.565
S 8.962430 -5.144080 -11.416530 -2.037 1.444 4.653
O 7.979560 -4.126140 -11.087390 0.529 -0.449 -0.317
O 10.119110 -4.729470 -12.070970 1.825 0.496 -2.746
F 9.594810 -5.524150 -10.039970 0.451 0.045 2.370
N 16.827290 -8.969340 -12.836810 -5.057 3.748 2.631
S 15.738020 -7.614480 -12.814350 0.697 0.185 3.069
O 14.299680 -7.747680 -12.764910 1.533 -0.725 0.272
O 16.215990 -6.454820 -13.502650 0.193 -0.379 0.051
F 16.228270 -7.361310 -11.247470 -1.049 0.348 -0.537
S 17.017600 -8.967360 -14.327320 2.188 -3.360 -7.034
O 18.326060 -8.425820 -14.633030 -0.378 0.924 -0.779
O 15.944210 -8.915770 -15.358790 2.192 0.815 3.233
F 17.408260 -10.502950 -14.320760 0.116 -1.263 -0.650
N 8.906010 -8.251170 -18.693330 1.836 1.061 -5.110
S 9.105630 -7.510070 -17.428780 -0.344 3.457 9.807
O 8.440660 -6.186600 -17.311950 1.480 -2.376 -0.585
O 10.365900 -7.685390 -16.705110 -1.335 0.457 -1.569
F 8.153160 -8.394930 -16.526900 -0.827 -0.808 0.236
S 9.736050 -7.022550 -19.611350 -3.025 0.566 -3.542
O 11.131160 -6.827800 -19.492140 0.071 0.052 0.836
O 8.860490 -5.900630 -20.001720 1.611 -1.720 0.935
F 9.622760 -7.907240 -20.905240 0.138 -0.824 -1.257
```
Forces are in eV/Å.

Values from the calculation:
* charge: -5
* frontier orbital gap: 7.36 eV
* HOMO energy: 1.3315 eV
* relative energy (zero: lowest compared OMol25 entry of this formula, charge and spin): 8.036 eV
* electronic energy: -8710.4211 a.u.

---

Record 3
Density functional theory data (the ωB97M-V functional and the def2-TZVPD basis) for a structure of composition F14KN7O28S14.

Geometry as XYZ:
```
64
Properties=species:S:1:pos:R:3:forces:R:3
K 0.288185 -0.288447 0.195333 -0.288 0.277 -0.048
N -2.859173 1.381675 3.542649 0.753 3.175 -2.002
S -3.549416 0.260432 2.733181 0.357 -3.961 -0.739
O -2.636836 -0.836422 2.548043 -0.960 0.339 0.128
O -4.410224 0.597381 1.629723 0.020 0.247 1.122
F -4.477876 -0.205789 3.962620 -0.745 -0.220 -0.023
S -2.210642 2.274613 2.292850 3.278 1.332 1.028
O -3.015858 3.321015 1.741300 -0.550 -0.643 0.055
O -1.235341 1.592229 1.466786 -1.946 0.376 0.797
F -1.223708 3.151884 3.236259 -0.433 -0.304 0.216
N -2.813894 1.819399 -3.767352 -1.101 -0.775 2.171
S -2.834615 1.194275 -2.225476 0.583 2.066 2.663
O -1.675681 0.496783 -1.692312 -1.777 0.665 -1.611
O -4.141051 0.771326 -1.805599 0.519 0.137 -0.656
F -2.648127 2.655579 -1.587585 -0.453 -0.481 0.086
S -2.210723 0.642573 -4.540156 3.204 -0.418 -2.813
O -3.004085 -0.531260 -4.710112 -0.075 -0.285 0.123
O -0.787506 0.599663 -4.342743 -0.638 -1.032 -0.451
F -2.253172 1.266034 -6.067287 -0.546 0.360 -0.028
N 0.533346 -0.899744 5.386343 1.756 2.240 1.545
S 1.962507 -0.039085 5.275690 -0.329 1.508 3.019
O 2.090362 0.933543 4.237008 -0.287 -1.005 0.620
O 3.140351 -0.673711 5.825155 -0.632 0.032 -0.825
F 1.532689 0.815382 6.610528 0.042 0.465 -0.302
S 0.715242 -1.857917 4.232425 0.647 -3.416 -5.627
O 1.909146 -2.703343 4.358030 -1.739 0.493 -0.052
O 0.512276 -1.239201 2.929823 0.105 -1.125 1.586
F -0.528048 -2.868219 4.412289 0.600 0.738 0.428
N 1.915685 -2.602375 -0.467590 -0.106 -5.357 3.145
S 1.559858 -4.238147 -0.226893 -0.694 -0.465 1.792
O 2.636813 -5.206943 -0.330948 -0.102 1.223 0.130
O 0.310035 -4.685468 -0.792797 0.802 0.617 0.109
F 1.265971 -4.180246 1.350993 0.436 0.232 -0.869
S 1.641867 -2.502026 -1.960800 0.943 5.472 -5.261
O 0.370668 -1.907098 -2.261446 0.541 -1.032 0.090
O 2.308563 -3.312018 -2.947032 -0.848 -1.848 0.563
F 2.682552 -1.261101 -2.105044 -0.504 0.531 0.080
N 5.264583 0.307285 0.031992 1.684 2.265 -3.529
S 5.433883 1.421440 -1.253089 3.598 -2.063 -2.781
O 6.352932 2.515894 -0.961677 -1.275 -0.784 -0.164
O 4.465745 1.514183 -2.307140 -0.171 0.747 1.674
F 6.420066 0.383037 -2.034372 0.894 -0.137 0.073
S 4.167820 1.147982 0.674996 -5.229 -1.087 7.070
O 2.859682 0.839630 0.158295 0.851 1.207 -0.066
O 4.513318 2.410121 1.289629 -0.105 -0.103 -1.595
F 4.093727 0.285081 2.075905 0.409 -0.208 -0.537
N 0.672448 4.936880 -1.101569 -1.474 0.632 -3.647
S 1.316929 3.643966 -0.656482 2.614 -5.544 4.066
O 2.747940 3.585648 -0.817370 -0.637 0.275 -0.684
O 0.547278 2.415403 -0.831294 0.877 1.962 -0.339
F 1.225841 3.904903 0.906063 -0.390 0.319 0.394
S 0.398436 4.568964 -2.702520 -2.214 2.583 -0.896
O -1.006158 4.698163 -3.025792 1.213 -0.585 0.314
O 1.215009 3.657367 -3.463946 -0.473 1.051 1.198
F 0.889665 6.071129 -3.142705 0.545 0.064 -0.716
N -3.121782 -4.281867 -0.907073 0.145 2.030 1.893
S -3.769693 -3.583938 -2.127330 -1.756 0.714 -3.116
O -2.886205 -3.242445 -3.210888 -0.593 -0.440 0.769
O -4.918202 -2.723620 -1.889016 1.198 -0.411 -0.021
F -4.559041 -4.889129 -2.682493 -0.015 -0.918 -0.441
S -2.925842 -2.969787 0.115117 1.151 -0.619 1.714
O -4.100995 -2.532112 0.794600 -0.259 -0.137 -0.742
O -1.938257 -2.044467 -0.351611 -0.827 -0.548 0.136
F -2.219266 -3.774936 1.283914 0.407 -0.426 -0.214
```
Forces are in eV/Å.

Values from the calculation:
* charge: -6
* frontier orbital gap: 6.45 eV
* HOMO energy: 3.8305 eV
* relative energy (zero: lowest compared OMol25 entry of this formula, charge and spin): 5.366 eV
* electronic energy: -10062.1519 a.u.

---

Record 4
Density functional theory data (the ωB97M-V functional and the def2-TZVPD basis) for a structure of composition F2H12O6Pb.

Geometry as XYZ:
```
21
Properties=species:S:1:pos:R:3:forces:R:3
Pb -0.617383 -0.516471 0.453388 -0.573 -3.066 1.379
F 0.504671 -2.493820 1.592904 0.057 1.324 -0.523
F -2.375907 -1.576535 1.345321 0.665 0.881 -0.640
O -1.249222 1.713510 1.563993 -0.101 0.731 0.368
H -0.623782 2.063897 2.208773 0.047 -0.155 0.028
H -1.878964 2.425562 1.411087 -0.111 -0.100 0.016
O 1.831633 -1.239026 -0.656854 0.689 0.007 -0.132
H 2.510771 -1.040927 -1.309351 -0.012 -0.010 -0.006
H 2.289614 -1.679582 0.073829 -0.489 -0.229 0.142
O 0.887095 1.594805 -0.732405 0.194 0.546 -0.255
H 1.597431 1.574507 -0.082352 -0.005 -0.160 -0.003
H 1.269730 2.028916 -1.502377 -0.006 0.012 0.005
O 1.342062 0.123380 2.185025 0.329 0.493 0.571
H 2.192949 0.547508 2.335921 -0.001 -0.043 0.081
H 1.312252 -0.633026 2.795496 -0.171 -0.352 -0.503
O -0.781533 -1.744216 -1.958537 -0.314 -0.018 -0.475
H -0.554287 -1.288223 -2.774714 0.152 -0.025 0.032
H -0.704493 -2.682746 -2.163022 0.016 -0.046 0.235
O -2.185116 0.755696 -1.277765 -0.273 0.373 -0.480
H -2.407308 1.688686 -1.362134 0.030 0.010 0.057
H -2.360204 0.378097 -2.146226 -0.122 -0.173 0.103
```
Forces are in eV/Å.

Values from the calculation:
* charge: 0
* frontier orbital gap: 7.90 eV
* HOMO energy: -8.1884 eV
* relative energy (zero: lowest compared OMol25 entry of this formula, charge and spin): 0.464 eV
* electronic energy: -851.2199 a.u.

---

Record 5
Density functional theory data (the ωB97M-V functional and the def2-TZVPD basis) for a cluster of 2 separate species, F2H2NPS in total.

Geometry as XYZ:
```
7
Properties=species:S:1:pos:R:3:forces:R:3
N -0.895235 0.552105 0.086873 -2.205 -2.461 -0.632
F 0.136996 -2.100716 -0.795412 0.853 2.877 1.131
F 0.754392 -0.229294 1.642771 0.842 0.187 -1.603
P 0.706153 0.206485 0.113020 -0.598 -1.639 0.693
S 2.037240 1.333961 -0.705215 -1.311 -1.600 0.854
H -1.553920 -0.222617 0.564658 2.351 2.070 -0.999
H -1.185625 0.460078 -0.906693 0.068 0.567 0.556
```
Forces are in eV/Å.

Values from the calculation:
* charge: 0
* frontier orbital gap (spin up / spin down): 8.56 / 8.56 eV
* HOMO energy (spin up / spin down): -10.8022 / -10.8011 eV
* relative energy (zero: lowest compared OMol25 entry of this formula, charge and spin): 4.049 eV
* electronic energy: -995.2051 a.u.